Formula: C47H45F3N9O5
Source: OMol25
Level of theory: ωB97M-V/def2-TZVPD

* HOMO energy: -10.62 eV
* total charge: +1
* DFT total energy: -81245.33732 eV
* LUMO energy: -5.14 eV
* orbital gap: 5.5 eV

```
109
Properties=species:S:1:pos:R:3:forces:R:3
C -7.086 1.201 -0.525 -0.071 -0.699 0.083
C -6.871 2.273 -1.747 -6.461 0.587 -4.059
O -7.924 2.457 -2.590 7.579 -0.949 5.653
O -5.676 3.093 -1.999 0.845 -3.846 0.798
C -4.431 2.404 -1.623 2.239 0.236 7.231
O -4.054 2.401 -0.322 -2.579 -0.065 -8.734
C -3.400 1.657 -2.705 -1.474 -0.920 -0.971
C -3.077 0.092 -2.233 -0.488 -1.853 0.643
C -1.585 -0.382 -1.663 -3.144 -3.404 0.476
C -0.284 0.663 -1.559 -1.200 0.553 -1.398
O 0.531 0.440 -0.344 3.090 1.267 -1.639
C 1.938 0.819 -0.551 1.060 -0.604 0.234
F 2.643 -0.368 -1.162 -2.142 4.278 1.904
F 2.122 2.009 -1.446 -0.547 -4.684 3.224
F 2.626 1.106 0.763 -2.855 -1.082 -5.046
C -1.496 -1.982 -1.202 -3.971 1.884 -1.774
C -2.848 -2.939 -1.370 0.493 3.514 -0.579
N -4.182 -2.403 -1.919 3.150 3.145 0.006
C -4.368 -0.955 -2.373 4.294 -0.555 1.652
O -5.696 -0.520 -2.916 3.883 -2.392 -3.123
C -5.553 -0.790 -4.383 1.866 1.886 -7.296
N -5.301 -0.730 -5.671 -2.383 -0.765 11.791
H -7.771 1.641 0.346 1.742 -0.562 -2.106
H -7.702 0.271 -0.947 1.359 2.323 0.574
H -6.097 0.770 -0.071 -1.826 1.176 -0.841
H -3.984 1.552 -3.741 1.341 0.364 2.199
H -2.424 2.271 -2.907 -2.022 -1.142 0.727
H -0.688 1.783 -1.502 0.800 -2.586 -0.226
H 0.339 0.498 -2.563 -1.280 0.349 2.295
H -0.521 -2.450 -0.749 -2.299 0.999 -0.955
H -2.827 -4.082 -1.066 -0.364 2.488 -0.740
H -5.031 -3.032 -1.992 1.135 0.270 0.312
N 1.838 5.995 -1.827 -0.345 -0.045 0.937
C 1.557 4.815 -1.232 0.174 0.851 -0.532
C 1.119 4.697 0.077 -0.001 0.240 -0.014
C 0.961 5.859 0.825 -0.071 0.077 0.122
C 1.245 7.089 0.241 -0.067 -0.337 0.113
C 1.674 7.105 -1.076 0.186 -0.670 -0.644
H 1.698 3.937 -1.856 -0.058 0.380 0.068
H 0.905 3.723 0.503 0.038 0.052 0.036
H 0.621 5.807 1.855 0.110 -0.019 -0.129
H 1.133 8.013 0.797 0.022 -0.087 -0.067
H 1.904 8.041 -1.578 -0.016 -0.065 0.076
N 3.248 4.848 3.394 0.906 -0.012 0.172
C 3.811 5.739 4.239 -0.471 -0.543 -0.559
C 5.160 5.755 4.555 0.151 -0.217 -0.124
C 5.984 4.798 3.974 0.022 0.006 0.035
C 5.433 3.865 3.101 0.051 0.186 0.148
C 4.073 3.931 2.843 -0.572 0.591 0.331
H 3.126 6.464 4.670 0.085 -0.028 -0.011
H 5.558 6.497 5.239 -0.055 -0.060 -0.084
H 7.046 4.778 4.198 -0.128 0.008 -0.049
H 6.048 3.105 2.631 -0.058 0.123 0.082
H 3.597 3.228 2.166 0.058 0.017 0.020
N -1.147 -4.166 1.189 0.408 -0.499 0.615
C -1.833 -4.500 2.304 0.306 0.244 -0.709
C -1.277 -5.181 3.375 0.229 -0.030 -0.087
C 0.062 -5.547 3.299 -0.003 0.001 -0.006
C 0.794 -5.219 2.162 -0.129 -0.012 0.142
C 0.152 -4.533 1.144 -0.821 0.232 0.042
H -2.875 -4.195 2.314 0.064 -0.032 0.064
H -1.875 -5.421 4.247 0.044 0.040 -0.108
H 0.532 -6.084 4.118 -0.061 0.071 -0.112
H 1.840 -5.491 2.072 -0.110 0.040 -0.015
H 0.681 -4.251 0.239 0.089 -0.085 0.056
N 7.184 7.655 1.388 0.329 -0.607 -0.757
C 8.388 7.844 0.805 -0.803 -0.047 0.469
C 8.869 7.069 -0.238 -0.168 -0.199 -0.076
C 8.070 6.034 -0.712 -0.012 -0.014 0.003
C 6.826 5.813 -0.131 0.282 0.072 -0.098
C 6.430 6.643 0.905 0.387 0.730 0.414
H 8.976 8.661 1.213 -0.015 -0.065 -0.060
H 9.844 7.268 -0.670 -0.088 -0.004 0.056
H 8.414 5.405 -1.528 -0.034 0.075 0.090
H 6.180 5.015 -0.478 0.020 0.081 0.041
H 5.466 6.514 1.389 0.042 -0.037 -0.046
N 7.606 0.328 3.119 -0.836 -0.583 0.245
C 7.698 -0.568 4.126 0.071 0.670 -0.677
C 6.664 -1.407 4.508 -0.262 0.022 -0.157
C 5.459 -1.322 3.820 0.028 0.009 -0.002
C 5.332 -0.407 2.779 0.042 -0.175 0.195
C 6.424 0.387 2.468 0.870 -0.032 0.417
H 8.658 -0.594 4.634 -0.089 -0.025 -0.022
H 6.795 -2.110 5.323 0.011 0.082 -0.071
H 4.625 -1.963 4.091 0.090 0.075 -0.019
H 4.405 -0.316 2.223 0.087 0.016 0.035
H 6.375 1.114 1.662 -0.030 -0.098 0.012
N -6.680 -4.876 -1.319 -0.578 -0.264 0.156
C -6.588 -5.772 -0.313 0.129 0.554 -0.511
C -7.622 -6.611 0.070 -0.158 0.075 -0.180
C -8.827 -6.526 -0.619 -0.021 0.001 -0.019
C -8.954 -5.611 -1.659 0.083 -0.151 0.184
C -7.862 -4.817 -1.970 0.689 0.060 0.273
H -5.628 -5.798 0.196 -0.068 -0.050 -0.015
H -7.490 -7.314 0.884 0.017 0.092 -0.084
H -9.661 -7.167 -0.347 0.109 0.088 -0.036
H -9.881 -5.520 -2.215 0.120 0.012 0.042
H -7.911 -4.090 -2.777 -0.086 -0.084 0.043
N -3.211 -5.905 -2.433 0.425 -0.399 -0.701
C -2.007 -5.716 -3.016 -0.792 -0.225 0.299
C -1.526 -6.490 -4.060 -0.121 -0.105 -0.012
C -2.325 -7.525 -4.534 -0.026 -0.019 -0.006
C -3.569 -7.746 -3.953 0.288 0.123 -0.064
C -3.965 -6.916 -2.916 0.231 0.606 0.449
H -1.419 -4.898 -2.609 0.102 -0.056 -0.098
H -0.552 -6.291 -4.492 -0.095 -0.011 0.060
H -1.981 -8.154 -5.350 -0.040 0.089 0.108
H -4.215 -8.545 -4.299 0.049 0.102 0.063
H -4.929 -7.046 -2.433 0.073 -0.006 -0.070
```
Forces are in eV/Å.